Entry 1:
84
Properties=species:S:1:pos:R:3:forces:R:3 method="wB97M-V/def2-TZVPD" e_homo_ev="-0.94 / -0.52" orbital_gap_ev="5.1 / 4.6" total_charge=-2 total_energy_ev=-91052.608
Mg 0.4242 0.1865 -0.7990 1.00 -0.87 -1.48
C 3.8204 0.1296 -3.6471 0.04 0.01 -0.05
O 4.7036 0.9557 -2.9017 -0.11 -0.06 0.03
C 4.2128 1.7246 -1.8650 0.24 0.21 -0.02
C 5.1828 2.4892 -1.2247 0.01 -0.14 -0.16
C 4.8987 3.3077 -0.1443 -0.07 0.24 0.22
C 3.5841 3.4210 0.2999 0.02 -0.08 -0.09
C 2.6019 2.6967 -0.3447 -0.10 -1.80 -0.07
C 1.1475 2.7133 -0.1497 2.26 3.06 -2.67
N 0.9674 0.9391 1.4082 5.29 -8.11 -2.56
N -1.0253 1.9215 0.0706 -3.96 0.52 0.67
C -2.0384 1.6609 -0.8181 1.28 -1.52 -1.21
O -1.6285 0.8298 -1.7109 -0.31 -0.37 -0.66
C -3.3353 2.1798 -0.7167 -0.05 0.20 0.45
C -3.8115 2.7943 0.4811 0.08 0.20 -0.09
C -5.1062 3.2462 0.5729 0.10 -0.05 -0.03
C -5.9981 3.1074 -0.5026 -0.09 0.02 0.01
C -5.5465 2.4922 -1.6796 0.00 0.01 0.07
C -4.2548 2.0342 -1.7982 0.01 -0.06 0.03
C 2.8721 1.7704 -1.4185 0.22 -0.12 0.32
O 1.9275 0.9965 -1.8762 0.11 0.25 -0.35
H 4.4416 -0.3314 -4.4170 0.02 0.00 0.02
H 3.0262 0.7100 -4.1162 -0.02 -0.01 0.02
H 3.3613 -0.6395 -3.0277 0.00 -0.01 0.00
H 6.1979 2.4117 -1.5998 0.00 -0.05 0.02
H 5.6953 3.8535 0.3476 0.00 0.01 -0.03
H 3.3104 4.0528 1.1369 0.06 0.02 0.01
H 0.7884 3.3663 -0.9412 -1.27 -0.60 0.08
H -3.1344 2.8756 1.3253 -0.01 0.05 -0.03
H -5.4369 3.7066 1.4980 -0.04 -0.01 -0.01
H -7.0184 3.4606 -0.4191 0.00 0.00 -0.02
H -6.2317 2.3743 -2.5128 0.02 0.00 -0.02
H -3.8992 1.5642 -2.7053 -0.04 -0.02 -0.01
O 2.6190 -7.0831 -1.8832 -0.01 0.00 0.00
N 1.7692 -6.2363 -2.2831 -0.05 -0.01 -0.01
O 0.8850 -6.5628 -3.1357 0.00 0.02 0.02
C 1.8242 -4.9475 -1.7663 0.07 -0.06 0.01
C 2.8245 -4.6775 -0.8383 0.07 0.01 0.02
C 2.9915 -3.3951 -0.2781 -0.14 -0.04 -0.06
C 4.0498 -3.0677 0.6037 -0.01 -0.01 -0.03
C 4.1894 -1.7814 1.0360 0.05 0.06 -0.01
C 3.2503 -0.8108 0.6429 -0.03 0.07 0.11
N 2.2161 -1.1005 -0.1112 -0.12 -0.66 -0.40
C 2.0991 -2.3568 -0.6012 0.06 0.16 0.04
C 1.0418 -2.6111 -1.5677 0.17 0.08 0.16
N 0.2431 -1.5593 -1.8729 0.03 -1.05 -0.71
C -0.6713 -1.7178 -2.8202 -0.14 0.26 0.03
C -0.8637 -2.9191 -3.4817 0.04 -0.13 -0.02
C -0.0826 -4.0099 -3.1611 -0.10 0.17 0.09
C 0.9140 -3.8841 -2.1767 -0.04 -0.07 -0.06
H 3.4995 -5.4792 -0.5826 0.01 0.02 0.02
H 4.7470 -3.8434 0.8997 0.01 0.00 -0.01
H 5.0035 -1.4841 1.6838 0.01 -0.03 0.00
H 3.3489 0.2158 0.9697 -0.09 -0.01 0.08
H -1.2750 -0.8444 -3.0342 -0.02 -0.02 0.04
H -1.6320 -2.9981 -4.2396 0.01 0.03 -0.01
H -0.2208 -4.9617 -3.6437 0.07 -0.03 0.01
C -4.0156 -0.4513 1.5860 0.12 0.09 -0.05
C -3.0904 -1.6692 1.5166 -0.21 -0.08 -0.06
C -3.0518 -2.3950 2.8641 0.10 0.03 0.00
C -3.5469 -2.6172 0.3936 0.04 0.00 0.02
C -1.7350 -1.2436 1.1394 0.04 -0.25 0.04
N -0.6827 -1.0243 0.7427 -0.53 -0.07 -0.02
H -5.0263 -0.7770 1.8390 0.01 -0.05 0.01
H -4.0452 0.0702 0.6297 -0.02 0.01 0.03
H -3.6760 0.2557 2.3438 -0.01 0.01 -0.02
H -4.0582 -2.7404 3.1075 0.00 -0.01 -0.01
H -2.7135 -1.7239 3.6539 0.01 -0.01 0.01
H -2.3828 -3.2551 2.8289 0.00 0.00 0.01
H -4.5902 -2.8957 0.5534 0.00 0.00 0.02
H -2.9347 -3.5197 0.3769 -0.01 -0.01 -0.01
H -3.4533 -2.1253 -0.5750 -0.06 0.01 0.00
Cl 1.5422 1.3114 5.7864 0.02 -0.11 -0.04
C 0.7027 2.2307 4.5646 -0.29 0.61 0.34
C 0.0461 3.3996 4.9332 0.32 -0.45 0.03
C -0.5638 4.1833 3.9683 -0.19 0.30 -0.10
C -0.5772 3.8122 2.6309 -0.20 0.30 -0.92
C -0.0135 2.6334 2.1894 0.50 0.65 7.02
Cl 0.2255 1.8957 0.7555 -1.36 7.05 1.54
C 0.7157 1.8130 3.2489 0.64 -1.84 -2.74
N 1.4168 0.6241 2.6381 -3.24 4.24 3.09
H 0.0451 3.7011 5.9730 0.00 -0.02 0.01
H -1.0305 5.1174 4.2569 0.02 0.00 0.00
H -0.9760 4.5042 1.8916 -0.24 -0.09 0.07



Entry 2:
17
Properties=species:S:1:pos:R:3:forces:R:3 method="wB97M-V/def2-TZVPD" smiles=CO[C@H]1C[C@H]1CO relative_energy_kcal_mol=59.62 e_homo_ev=-9.37 orbital_gap_ev=10.3 total_charge=0 total_energy_ev=-9440.458
C -2.2488 0.3188 -0.7361 -0.26 0.09 -0.07
O -0.9787 -0.2184 -0.4655 0.13 -0.10 -0.04
C -0.3056 0.4233 0.5867 0.05 0.15 0.05
C 0.3100 -0.4329 1.6501 -0.04 -0.12 0.17
C 1.1740 0.2253 0.5994 0.17 0.10 -0.03
C 1.7528 -0.5954 -0.5318 0.08 -0.20 0.33
O 1.7098 0.1194 -1.7499 -0.23 0.05 -0.16
H -2.1646 1.3300 -1.1543 -0.06 -0.04 0.03
H -2.8707 0.3623 0.1652 0.01 -0.05 -0.05
H -2.7242 -0.3327 -1.4725 0.04 0.10 0.11
H -0.7123 1.3973 0.8583 0.07 -0.17 -0.07
H 0.3516 -0.0615 2.6696 -0.03 -0.05 -0.16
H 0.1514 -1.5041 1.5558 0.02 0.16 -0.02
H 1.7730 1.0810 0.9013 -0.07 -0.13 -0.02
H 2.8049 -0.8294 -0.3422 -0.13 0.05 0.00
H 1.2093 -1.5479 -0.6143 0.09 0.15 0.01
H 0.7681 0.2650 -1.9200 0.17 0.00 -0.07



Entry 3:
45
Properties=species:S:1:pos:R:3:forces:R:3 method="wB97M-V/def2-TZVPD" e_homo_ev=-11.02 orbital_gap_ev=5.3 total_charge=+1 total_energy_ev=-33643.926
C -2.3931 -4.8780 5.9493 0.00 0.00 -0.33
C -2.1996 -4.2638 7.3394 0.04 0.09 0.27
H -2.0554 -3.1466 7.2077 -0.07 -0.85 0.17
C -3.4291 -4.5199 8.1748 0.06 -0.27 0.43
C -3.4614 -5.2399 9.3100 0.19 0.28 -0.68
C -4.7518 -5.4866 10.0445 -0.14 -0.07 0.10
C -2.2205 -5.8664 9.9017 0.05 0.42 -0.20
C -0.9630 -5.5913 9.1100 -0.23 0.29 -0.59
C 0.3062 -6.2037 9.6410 0.12 -0.10 0.07
C -0.9721 -4.8655 7.9798 -0.03 -0.25 0.36
H -2.5373 -5.9592 6.0674 0.02 0.22 -0.13
H -3.2780 -4.4695 5.4364 0.21 -0.09 0.14
H -1.5141 -4.7181 5.3053 -0.22 -0.03 0.17
H -4.3708 -4.1697 7.7422 0.11 0.04 0.21
H -4.5749 -6.0651 10.9594 -0.12 0.15 -0.18
H -5.2204 -4.5364 10.3199 0.01 -0.17 0.04
H -5.4680 -6.0397 9.4248 0.15 0.07 0.13
H -2.0872 -5.5052 10.9341 -0.02 -0.01 -0.11
H -2.3642 -6.9553 10.0217 0.02 0.24 -0.17
H 0.1192 -6.7306 10.5844 0.12 0.11 -0.20
H 0.7350 -6.9204 8.9300 -0.10 0.10 0.15
H 1.0575 -5.4280 9.8197 -0.05 -0.15 0.04
H -0.0517 -4.7847 7.3932 -0.08 0.10 0.25
Cl 4.0605 -0.8656 8.2988 -0.17 0.08 -0.05
C 2.4064 -0.7239 7.8808 -0.56 -0.21 -0.13
C 1.4597 -0.4198 8.8690 -0.50 0.04 -0.29
C 0.1053 -0.3860 8.5414 0.59 -0.21 -0.05
C -0.3372 -0.6960 7.2295 0.12 -0.03 0.18
C -1.7395 -0.7677 6.9238 0.56 1.78 -0.82
C -2.2617 -0.7458 5.5140 -1.00 -0.09 -0.21
C -3.8247 -0.5721 5.6594 1.20 -0.47 -0.05
C -4.0054 -0.3936 7.1370 0.94 -0.03 -0.34
C -2.8002 -0.4532 7.8064 -0.95 -0.20 0.40
C 0.6531 -0.8758 6.2262 0.27 -0.18 0.12
C 2.0059 -0.9292 6.5499 -0.58 0.13 0.06
H 1.7912 -0.2272 9.8810 -0.04 0.07 -0.06
H -0.6126 -0.0754 9.2932 0.15 -0.30 0.03
H -1.8519 0.1458 5.0016 0.02 -0.41 0.27
H -2.0051 -1.6230 4.8994 0.04 0.25 0.33
H -4.1670 0.2900 5.0637 -0.10 -0.23 0.39
H -4.3317 -1.4642 5.2591 -0.12 0.29 0.27
H -4.9859 -0.2066 7.5760 0.37 0.03 0.06
H -2.6578 -0.2648 8.8740 -0.27 -0.27 -0.45
H 0.3554 -0.9485 5.1783 0.11 -0.26 0.34
H 2.7528 -1.1365 5.7927 -0.09 0.12 0.04



Entry 4:
84
Properties=species:S:1:pos:R:3:forces:R:3 method="wB97M-V/def2-TZVPD" relative_energy_kcal_mol=32.86 e_homo_ev="-11.27 / -11.27" orbital_gap_ev="7.3 / 7.3" total_charge=+1 total_energy_ev=-83755.734
Rh 1.2546 -0.0937 0.6678 0.25 -0.86 1.24
C -4.3981 1.9925 2.5183 0.06 0.03 -0.24
C -3.9048 2.0857 1.0755 -0.57 -0.31 0.12
N -2.4802 2.3671 1.0427 0.37 -0.55 0.08
C -2.0462 3.7452 0.9762 0.46 0.54 -0.20
C -1.6637 4.1425 -0.4487 -0.10 -0.02 0.24
C -1.6164 1.3626 1.1905 0.86 -0.20 0.33
S 0.0562 1.7379 1.5145 0.80 0.36 -0.37
N -2.0992 0.1404 1.1964 -1.03 -0.60 -0.46
C -1.4955 -1.0375 1.2131 0.50 1.30 0.11
O -0.2407 -1.2540 1.2056 -0.85 -0.97 0.07
C -2.3995 -2.1939 1.2231 -0.13 -0.72 0.11
C -3.7558 -2.0374 1.5172 0.30 0.06 -0.06
C -4.5960 -3.1310 1.5142 -0.05 -0.11 0.00
C -4.1026 -4.3916 1.2101 0.07 0.10 0.04
C -2.7581 -4.5535 0.9104 -0.05 -0.12 -0.04
C -1.9069 -3.4659 0.9203 -0.02 0.34 0.03
H -5.4644 1.7890 2.5396 -0.14 -0.01 0.02
H -4.2137 2.9207 3.0543 0.00 0.09 0.06
H -3.8807 1.1858 3.0317 0.04 -0.07 0.06
H -4.4276 2.8785 0.5404 0.10 0.03 -0.06
H -4.0801 1.1364 0.5646 -0.03 0.25 -0.01
H -1.1858 3.8731 1.6388 -0.26 0.16 -0.02
H -2.8590 4.3815 1.3293 0.05 -0.11 0.12
H -0.8722 3.5006 -0.8298 0.07 -0.05 0.02
H -1.3149 5.1710 -0.4648 0.03 0.13 -0.03
H -2.5178 4.0558 -1.1151 -0.09 0.02 -0.08
H -4.1280 -1.0532 1.7470 -0.06 0.10 0.03
H -5.6409 -3.0027 1.7446 -0.15 0.01 0.05
H -4.7654 -5.2428 1.2122 -0.05 -0.10 -0.03
H -2.3787 -5.5317 0.6602 0.05 -0.11 -0.01
H -0.8612 -3.5752 0.6736 0.07 -0.04 0.02
O 4.9904 -5.7833 4.1989 -0.17 0.52 0.33
N 4.5459 -4.6838 4.4942 1.00 -1.22 1.72
O 4.5826 -4.2150 5.6325 0.03 -0.51 -0.86
C 3.9582 -3.9223 3.4561 -0.65 0.01 -2.99
C 3.9504 -4.5089 2.1906 0.42 0.20 2.23
C 3.3753 -3.8784 1.0893 -0.90 1.35 -1.08
C 3.3357 -4.4485 -0.2102 0.02 0.23 0.45
C 2.7568 -3.7533 -1.2352 -0.17 0.12 0.01
C 2.1761 -2.5009 -0.9821 0.29 -0.31 0.33
N 2.1936 -1.9640 0.2240 -0.41 0.82 -0.57
C 2.7853 -2.5933 1.2489 0.46 -1.04 0.03
C 2.8280 -1.9598 2.5355 0.38 -0.64 0.40
N 2.3106 -0.7303 2.6421 -1.40 1.17 -1.75
C 2.3021 -0.0774 3.7911 -0.12 0.08 -0.44
C 2.8239 -0.6483 4.9425 0.28 -0.48 -0.11
C 3.3734 -1.9136 4.8769 -0.12 0.46 0.37
C 3.4035 -2.6178 3.6592 -0.32 0.51 -0.26
H 4.4052 -5.4802 2.0729 0.00 -0.06 0.04
H 3.7649 -5.4260 -0.3657 0.09 -0.10 -0.06
H 2.7231 -4.1434 -2.2396 0.02 -0.08 -0.06
H 1.7155 -1.9318 -1.7790 0.00 0.04 0.05
H 1.8727 0.9153 3.7843 -0.07 -0.02 -0.02
H 2.8023 -0.0960 5.8680 0.01 0.00 0.08
H 3.7895 -2.3719 5.7616 -0.10 0.15 -0.13
C -3.4211 4.1845 -5.3789 -0.06 -0.03 -0.10
C -2.4579 3.2038 -4.7899 0.05 -0.11 0.21
C -1.2346 2.9526 -5.4131 0.08 -0.12 0.12
C -0.2815 2.1570 -4.8064 0.04 0.01 -0.15
C -0.5579 1.5961 -3.5733 0.09 -0.38 0.43
C -1.7955 1.7501 -2.9789 0.00 -0.17 0.10
C -2.7433 2.5482 -3.5954 0.05 0.04 -0.19
S 0.7661 0.8344 -2.6677 0.41 1.58 0.14
O 1.4777 -0.1496 -3.4143 0.08 -0.13 -0.40
O 0.1803 0.4153 -1.3997 0.14 -0.42 1.37
N 1.7660 2.1444 -2.4132 -0.83 -0.85 -0.22
C 3.1556 2.0897 -2.8124 0.59 -0.02 -0.35
C 4.1390 1.8603 -1.6583 -0.31 -0.33 0.35
C 3.6494 0.7019 -0.7844 0.77 0.12 -0.33
O 4.1100 -0.4145 -0.8708 0.32 -0.50 -0.26
O 2.6982 1.0529 0.0155 -0.29 1.20 0.41
H -2.8942 5.0885 -5.6790 -0.03 0.06 -0.03
H -4.1937 4.4550 -4.6631 -0.05 0.01 -0.01
H -3.9028 3.7742 -6.2655 -0.05 -0.01 -0.07
H -1.0236 3.4030 -6.3708 0.06 0.09 -0.09
H 0.6767 1.9702 -5.2624 0.16 0.11 -0.18
H -1.9989 1.2567 -2.0414 -0.07 0.02 0.14
H -3.7126 2.6767 -3.1358 -0.07 0.06 0.07
H 1.6118 2.6021 -1.5283 -0.32 -0.07 0.28
H 3.4071 3.0311 -3.3099 -0.03 -0.15 -0.05
H 3.2283 1.2788 -3.5373 0.23 0.11 -0.02
H 4.2102 2.7520 -1.0339 0.01 0.04 -0.06
H 5.1194 1.6150 -2.0622 -0.02 0.04 0.02